[1]
This record from OMol25 describes a molecular structure, C12H31Cl4InO4PSSi. The level of theory is ωB97M-V with the def2-TZVPD basis set.

The geometry in XYZ format:
```
55
Properties=species:S:1:pos:R:3:lowdin_charge:R:1
C -1.0002 -1.9793 -2.3629 -0.106
C -1.0929 -1.0332 -1.1584 -0.448
O 0.0207 -1.2110 -0.3278 -0.399
In 0.1135 0.1864 1.2346 0.587
C -1.7887 1.3066 1.2312 -0.233
C -2.0976 2.0165 2.5490 -0.531
C -3.2258 1.3278 3.2976 -0.079
O -2.4820 3.3820 2.2408 -0.076
Si 2.2676 1.5525 0.7845 0.438
C 2.0393 3.3051 1.4688 -0.248
C 3.8069 0.7660 1.5872 -0.252
C 2.6609 1.5735 -1.0774 -0.258
P 0.4527 -1.0805 3.4473 0.098
O -0.2408 -2.5433 3.4992 -0.304
O 2.0264 -1.5568 3.5569 -0.328
S 0.0244 -0.0581 5.0721 0.122
H 0.0399 -2.2634 -2.5192 0.062
H -1.3808 -1.5065 -3.2726 0.059
H -1.5853 -2.8820 -2.1941 0.014
H -1.1813 0.0034 -1.5237 0.080
H -2.0215 -1.2630 -0.6135 0.093
H -1.7047 2.0620 0.4532 0.002
H -2.5941 0.6170 0.9756 0.034
H -1.2226 2.0574 3.2015 0.081
H -4.0736 1.2255 2.6161 0.080
H -3.5322 1.8959 4.1784 0.074
H -2.9100 0.3305 3.6020 0.066
H -3.1885 3.6330 2.8362 0.057
H 1.8798 3.2441 2.5448 0.020
H 1.1572 3.7526 1.0112 -0.008
H 2.9000 3.9422 1.2510 0.018
H 3.7169 -0.3174 1.6207 0.009
H 4.7002 1.0526 1.0281 0.013
H 3.9216 1.1510 2.6042 0.017
H 3.5719 1.0012 -1.2620 0.016
H 1.8637 1.1208 -1.6646 -0.006
H 2.8281 2.5931 -1.4325 0.010
H -0.1847 -2.8502 4.4136 0.039
H 2.5208 -0.7782 3.8312 0.016
Cl 1.8795 -5.2781 -2.9448 0.532
C 0.7308 -6.0254 -1.8053 -0.658
C -0.4286 -6.6689 -2.5248 -0.666
Cl -1.4899 -5.4494 -3.2689 0.563
H 0.3956 -5.2525 -1.1178 0.073
H 1.2816 -6.7835 -1.2510 0.069
H -1.0351 -7.2314 -1.8169 0.069
H -0.0813 -7.3392 -3.3069 0.061
Cl -0.1879 3.3302 -1.5745 0.633
C -0.0894 3.0854 -3.3307 -0.650
C -1.3334 3.5520 -4.0417 -0.669
Cl -2.7464 2.5329 -3.6651 0.539
H 0.0916 2.0271 -3.5059 0.068
H 0.7688 3.6531 -3.6882 0.074
H -1.1795 3.4982 -5.1184 0.067
H -1.5816 4.5741 -3.7675 0.063
```

Output
Lowest unoccupied orbital energy   2.472 eV
E_tot   -104406.632 eV
HOMO level   -4.49 eV
Total charge   -1

[2]
This record from OMol25 describes a molecular structure, C39H36ClHfN3Si2 in a non-equilibrium geometry. The level of theory is ωB97M-V with the def2-TZVPD basis set.

The geometry in XYZ format:
```
82
Properties=species:S:1:pos:R:3:lowdin_charge:R:1
C -1.2714 -0.6316 4.1742 -0.147
C -1.8750 -0.2286 2.9432 -0.154
C -1.5953 -1.2490 1.9698 -0.174
H -2.4893 0.6626 2.7772 0.140
C -0.7183 -2.2096 2.5705 -0.169
C -0.5707 -1.8543 3.9463 -0.152
H -0.1319 -2.4944 4.7135 0.140
H -1.4689 -0.1780 5.1503 0.137
H -2.0388 -1.3401 0.9803 0.126
H -0.3349 -3.1070 2.0829 0.129
Hf 0.5144 -0.2002 2.5524 1.248
Si 0.0179 -0.1052 -1.7430 0.746
C -0.7355 1.4625 -1.1696 -0.414
C 0.0751 2.6238 -1.1968 -0.115
H 1.1434 2.5277 -1.4354 0.105
C -0.5062 3.8838 -1.0386 -0.069
H 0.1238 4.7793 -1.0861 0.118
C -1.8941 3.9909 -0.8474 -0.066
H -2.3539 4.9833 -0.7662 0.116
C -2.6855 2.8381 -0.7549 -0.070
H -3.7607 2.9180 -0.5723 0.114
C -2.1179 1.5755 -0.9177 -0.112
H -2.7376 0.6790 -0.9169 0.101
C -0.8507 -1.7448 -1.5096 -0.355
C -2.0622 -2.0308 -2.1865 -0.091
H -2.5573 -1.2372 -2.7583 0.107
C -2.5794 -3.3296 -2.1772 -0.061
H -3.5025 -3.5370 -2.7219 0.116
C -1.9057 -4.3541 -1.5010 -0.061
H -2.3073 -5.3656 -1.5128 0.113
C -0.7072 -4.0837 -0.8346 -0.086
H -0.1820 -4.8720 -0.2978 0.109
C -0.1539 -2.8063 -0.8901 -0.170
H 0.8448 -2.6178 -0.4912 0.046
H -0.2677 0.8922 1.1684 0.013
Si 1.6854 -0.0288 -3.5339 0.727
C 1.3790 -1.6128 -4.4744 -0.389
C 0.5351 -1.6536 -5.6035 -0.099
H 0.2824 -0.7276 -6.1363 0.101
C -0.0248 -2.8707 -6.0084 -0.074
H -0.7526 -2.8777 -6.8243 0.110
C 0.3453 -4.0632 -5.3778 -0.080
H -0.0854 -5.0130 -5.7123 0.109
C 1.2988 -4.0375 -4.3521 -0.093
H 1.6014 -4.9713 -3.8748 0.105
C 1.8610 -2.8296 -3.9367 -0.134
H 2.6331 -2.8240 -3.1600 0.094
C 0.7930 1.3344 -4.5216 -0.407
C -0.6032 1.2919 -4.7309 -0.152
H -1.1761 0.3759 -4.5306 0.090
C -1.2850 2.4356 -5.1599 -0.081
H -2.3743 2.4111 -5.2476 0.108
C -0.5704 3.5935 -5.4607 -0.082
H -1.1034 4.4870 -5.7819 0.107
C 0.8258 3.6016 -5.3753 -0.083
H 1.3841 4.4989 -5.6443 0.107
C 1.5152 2.4770 -4.9224 -0.117
H 2.6083 2.4795 -4.8666 0.098
H -0.6044 0.2178 0.9095 0.044
Cl 1.8892 -0.5133 0.6484 0.187
N 1.1869 0.9583 5.7308 0.132
C 2.0164 -0.1111 5.4082 -0.269
C 2.7577 -0.6804 6.4430 0.031
C 3.4799 -1.8440 6.2111 0.017
C 3.4290 -2.3943 4.9234 -0.019
C 2.6960 -1.7830 3.9260 -0.107
N 1.9986 -0.6152 4.1563 -0.046
C 0.6692 1.9835 4.9353 -0.265
C 0.3132 3.1473 5.6203 0.029
C -0.3072 4.1828 4.9325 0.017
C -0.5083 4.0099 3.5564 -0.017
C -0.0769 2.8620 2.9142 -0.079
N 0.4740 1.8025 3.6049 -0.019
H 1.3036 1.2374 6.6990 0.147
H 2.7143 -0.1755 7.4001 0.132
H 4.0599 -2.2988 7.0050 0.135
H 3.9525 -3.3157 4.6823 0.130
H 2.6288 -2.1838 2.9035 0.101
H 0.5501 3.1798 6.6765 0.131
H -0.6017 5.0836 5.4568 0.135
H -1.0033 4.7809 2.9669 0.128
H -0.1481 2.7531 1.8227 0.103
```

Output
Lowest unoccupied orbital energy (alpha / beta)   -7.423 / -7.422 eV
Energy relative to the best compared isomer or geometry (same formula, charge and spin)   0.0 kJ/mol
E_tot   -75067.299 eV
HOMO level (alpha / beta)   -10.26 / -10.26 eV
Total charge   +2

[3]
This record from OMol25 describes C16H19NO2S in the gas phase. The level of theory is ωB97M-V with the def2-TZVPD basis set.

The geometry in XYZ format:
```
39
Properties=species:S:1:pos:R:3:lowdin_charge:R:1
C -7.0499 0.0987 0.0687 -0.107
C -5.7204 -0.4780 -0.3983 -0.233
C -4.8840 -0.9686 0.7856 -0.215
O -3.6614 -1.5529 0.3881 -0.044
C -2.6193 -0.7645 0.0114 -0.267
C -1.4852 -1.4479 -0.4374 0.007
C -0.3584 -0.7593 -0.8252 -0.023
C -0.3251 0.6319 -0.7780 -0.224
C -1.4476 1.3065 -0.3282 -0.040
C -2.5900 0.6248 0.0591 -0.021
H -3.4417 1.1927 0.3989 0.104
H -1.4425 2.3868 -0.2835 0.111
C 0.9362 1.3627 -1.1546 -0.128
N 1.9599 1.1762 -0.1402 0.072
C 3.0035 0.3376 -0.3141 -0.507
O 3.2451 -0.2154 -1.3640 0.006
C 3.8562 0.1461 0.9411 -0.108
C 5.2783 -0.1309 0.5994 -0.523
C 6.3957 0.4194 1.1491 -0.143
C 7.5892 -0.0850 0.5878 -0.201
C 7.3536 -1.0118 -0.3746 -0.415
S 5.6746 -1.2749 -0.6331 1.073
H 8.0679 -1.5482 -0.9670 0.056
H 8.5712 0.2312 0.8918 0.096
H 6.3698 1.1567 1.9325 0.106
H 3.7940 1.0205 1.5915 0.120
H 3.4249 -0.7109 1.4728 0.132
H 1.7506 1.5255 0.7817 0.144
H 0.7444 2.4330 -1.2738 0.121
H 1.3523 0.9619 -2.0822 0.126
H 0.5115 -1.2970 -1.1722 0.118
H -1.5201 -2.5252 -0.4707 0.119
H -4.7141 -0.1561 1.5036 0.122
H -5.4159 -1.7730 1.3022 0.131
H -5.1608 0.2777 -0.9532 0.103
H -5.8932 -1.3201 -1.0710 0.116
H -7.6240 -0.6518 0.6073 0.073
H -7.6359 0.4348 -0.7827 0.071
H -6.8896 0.9467 0.7314 0.073
```

Output
Lowest unoccupied orbital energy   0.699 eV
Energy relative to the best compared isomer or geometry (same formula, charge and spin)   14.4 kJ/mol
E_tot   -33320.866 eV
HOMO level   -8.39 eV
SMILES   CCCOc1ccc(CNC(=O)Cc2cccs2)cc1